w:
15
Properties=species:S:1:pos:R:3:lowdin_charge:R:1 method="wB97M-V/def2-TZVPD" e_lumo_ev="0.04 / 0.04"
C 0.8622 -2.2480 1.0572 -0.13
C 0.9081 -1.4978 -0.0451 -0.56
C -0.6380 2.0295 -0.1289 -0.21
C 0.2864 1.3973 -1.1048 -0.15
P -0.4310 -1.1689 -1.2852 0.58
S -2.1266 -1.1894 -0.0338 0.30
H 1.8850 -2.5103 1.5345 0.08
H -0.0419 -2.7337 1.5086 0.05
H 1.7553 -0.7824 -0.0849 0.04
H -0.3735 3.0361 0.0362 0.06
H -1.6837 1.8278 -0.3918 0.06
H -0.4323 1.6036 0.7965 0.03
H 1.2862 1.3150 -0.6521 0.05
H 0.1487 1.5252 -2.1299 0.00
H -1.4049 -0.6040 0.9235 -0.21

***

x:
15
Properties=species:S:1:pos:R:3:lowdin_charge:R:1 method="wB97M-V/def2-TZVPD" e_lumo_ev=-0.24
C 0.2607 2.5019 0.2728 -0.09
C 1.0450 1.4378 0.3760 -0.43
C -2.2513 -0.2927 0.6964 -0.42
C 1.2938 -1.2985 0.7062 -0.41
P 0.6767 -0.1066 -0.5346 0.75
S -2.2311 0.2940 -0.8588 0.63
H -0.6047 2.3051 -0.3553 -0.01
H 0.6577 3.3786 0.7019 0.04
H 1.9068 1.4683 1.0996 0.08
H -3.2982 -0.4671 1.1929 -0.02
H 2.3561 -1.1013 1.0679 0.05
H 1.5449 -2.1933 0.1127 0.01
H 0.4890 -1.5454 1.5277 0.06
H 1.9041 -0.2528 -1.1264 -0.07
H -3.4433 0.6150 -1.2635 -0.16

***

w is the most stable structure shown above.